13 unconnected molecules or ions with the total composition C52H104O35 in a non-equilibrium geometry, computed with ωB97M-V with the def2-TZVPD basis set.

For the electronic energy, the calculation gives -127269.7927 eV. The calculation puts the energy above the lowest of the compared OMol25 structures with the same formula, charge and spin at 642.4 kJ/mol.

```
! wB97M-V def2-TZVPD RIJCOSX def2/J DEFGRID3
* xyz 0 1
C 14.339 3.547 22.721
C 13.272 4.409 22.073
O 13.038 4.108 20.705
C 13.749 4.587 19.731
O 14.671 5.415 19.836
O 13.341 4.054 18.592
C 14.126 4.268 17.440
H 14.340 3.623 23.808
H 15.377 3.650 22.405
H 14.052 2.505 22.579
H 13.533 5.434 22.335
H 12.381 4.100 22.620
H 14.053 5.248 16.968
H 13.848 3.579 16.643
H 15.164 4.022 17.667
C 24.591 -1.306 22.966
C 24.092 -2.152 21.847
O 22.694 -2.123 21.759
C 21.931 -2.777 22.640
O 22.247 -3.731 23.359
O 20.715 -2.248 22.635
C 19.780 -2.665 23.600
H 25.675 -1.342 22.863
H 24.303 -1.913 23.824
H 24.260 -0.287 23.165
H 24.410 -3.168 22.077
H 24.458 -1.800 20.882
H 20.110 -2.560 24.634
H 19.634 -3.745 23.584
H 18.812 -2.180 23.477
C 15.968 -1.410 15.930
C 16.612 -0.077 16.321
O 17.834 -0.339 17.048
C 17.838 -0.506 18.332
O 16.839 -0.415 19.091
O 19.120 -0.650 18.642
C 19.422 -0.965 20.073
H 15.717 -1.939 16.849
H 16.536 -2.111 15.318
H 15.049 -1.081 15.445
H 15.911 0.554 16.867
H 16.827 0.356 15.344
H 20.240 -0.328 20.408
H 19.641 -2.022 20.225
H 18.579 -0.720 20.719
C 11.689 -1.922 25.424
C 10.691 -1.819 26.547
O 11.419 -1.956 27.727
C 10.938 -1.798 28.946
O 9.784 -1.532 29.348
O 11.924 -2.100 29.693
C 12.018 -1.922 31.046
H 11.156 -1.802 24.482
H 12.184 -2.894 25.413
H 12.454 -1.146 25.435
H 9.890 -2.550 26.434
H 10.341 -0.789 26.486
H 13.041 -2.032 31.406
H 11.359 -2.639 31.535
H 11.648 -0.943 31.351
C 6.939 1.527 21.562
C 7.224 1.794 23.058
O 8.638 1.686 23.346
C 9.222 0.492 23.712
O 8.706 -0.443 24.338
O 10.481 0.475 23.396
C 11.246 1.545 22.883
H 5.938 1.907 21.355
H 7.056 0.467 21.336
H 7.665 2.069 20.956
H 6.618 1.149 23.694
H 6.991 2.786 23.446
H 10.747 2.073 22.070
H 12.233 1.228 22.548
H 11.518 2.339 23.578
C 15.887 -4.303 25.231
C 15.998 -3.659 26.565
O 14.703 -3.637 27.297
C 14.310 -4.781 27.971
O 14.818 -5.943 27.819
O 13.205 -4.515 28.651
C 12.544 -5.530 29.366
H 16.120 -5.367 25.277
H 16.502 -3.792 24.489
H 14.824 -4.194 25.020
H 16.159 -2.589 26.428
H 16.756 -4.141 27.182
H 13.219 -6.053 30.044
H 12.084 -6.208 28.648
H 11.749 -5.024 29.914
C 20.089 2.005 15.848
C 20.090 3.328 16.603
O 19.692 3.144 17.949
C 18.355 3.164 18.269
O 17.423 3.455 17.556
O 18.298 2.773 19.587
C 17.036 2.841 20.192
H 20.528 1.901 14.856
H 19.075 1.612 15.774
H 20.588 1.187 16.369
H 19.546 4.102 16.061
H 21.130 3.647 16.667
H 16.480 3.734 19.905
H 17.095 2.781 21.278
H 16.548 1.916 19.885
C 14.300 -0.032 28.342
C 15.636 -0.685 28.616
O 16.542 0.109 29.387
C 16.330 0.269 30.654
O 15.349 -0.207 31.312
O 17.310 1.009 31.180
C 17.334 1.259 32.576
H 13.670 -0.172 29.220
H 13.729 -0.538 27.564
H 14.297 1.038 28.132
H 16.161 -0.943 27.696
H 15.512 -1.582 29.223
H 17.601 0.348 33.111
H 16.438 1.617 33.084
H 18.099 1.988 32.843
C 21.331 1.486 24.655
C 20.086 0.811 25.302
O 20.530 0.310 26.608
C 19.742 -0.545 27.277
O 18.645 -0.951 26.868
O 20.329 -0.871 28.404
C 19.782 -1.997 29.165
H 21.123 1.842 23.646
H 22.184 0.808 24.633
H 21.709 2.341 25.216
H 19.697 0.113 24.561
H 19.311 1.523 25.585
H 20.610 -2.388 29.756
H 19.393 -2.786 28.521
H 18.958 -1.756 29.836
C 15.362 -5.102 20.169
C 15.868 -6.195 21.212
O 17.102 -6.705 20.835
C 18.239 -6.129 21.273
O 18.246 -5.258 22.111
O 19.302 -6.894 20.737
C 20.621 -6.343 20.552
H 16.003 -4.224 20.102
H 14.388 -4.708 20.459
H 15.253 -5.507 19.163
H 15.055 -6.914 21.309
H 15.938 -5.787 22.220
H 21.128 -6.306 21.516
H 20.590 -5.293 20.260
H 21.085 -6.990 19.808
C 10.425 1.827 28.510
C 10.035 2.491 27.213
O 11.104 3.277 26.698
C 12.260 2.717 26.257
O 12.469 1.520 26.107
O 13.207 3.684 25.958
C 13.000 5.091 26.022
H 10.778 2.464 29.321
H 11.202 1.087 28.316
H 9.619 1.245 28.956
H 9.150 3.127 27.248
H 9.852 1.746 26.439
H 13.853 5.639 25.623
H 12.959 5.344 27.081
H 12.048 5.302 25.534
C 13.152 0.595 19.004
C 12.088 -0.380 19.352
C 11.637 -0.968 17.957
O 11.717 0.173 17.156
C 12.887 0.874 17.538
H 14.152 0.180 19.132
H 13.145 1.476 19.646
H 11.322 0.066 19.986
H 12.560 -1.146 19.968
H 10.580 -1.226 18.031
H 12.228 -1.788 17.548
H 12.750 1.933 17.318
H 13.699 0.583 16.872
C 14.645 -1.600 22.909
C 15.110 -0.621 23.956
C 16.316 0.157 23.439
O 16.685 -0.564 22.281
C 15.609 -1.346 21.735
H 13.611 -1.385 22.640
H 14.675 -2.616 23.303
H 15.415 -1.156 24.855
H 14.340 0.038 24.356
H 17.216 0.300 24.037
H 15.972 1.138 23.110
H 16.035 -2.272 21.349
H 15.149 -0.720 20.970
*
```

Mulliken atomic charge list, values in e, 6 entries: -0.41, -0.52, -0.22, 0.74, -0.65, -0.30